This record from the Open Molecules 2025 dataset describes the molecule C16H13N3OS. The level of theory is the ωB97M-V functional and the def2-TZVPD basis.

Kohn-Sham gap: 0.315 hartree
E_tot: -34156.9566 eV
net charge: 0
energy above the lowest of the compared OMol25 structures with the same formula, charge and spin: 0.0 kcal/mol

Each atom is followed by the atoms it is bonded to, with distances in Å.
Geometry (Å):
1 O 0.9351 2.6637 1.8948  C2 1.209
2 C 1.5393 1.9552 1.1240  O1 1.209, N3 1.375, C14 1.503
3 N 1.6515 0.6108 1.3869  C2 1.375, C4 1.373, H13 1.015
4 C 2.3231 -0.3954 0.7366  N3 1.373, N5 1.333, N9 1.326
5 N 2.0018 -1.6220 1.1462  C4 1.333, C6 1.320
6 C 2.6056 -2.6284 0.5428  N5 1.320, C7 1.389, H12 1.082
7 C 3.5387 -2.4350 -0.4675  C6 1.389, C8 1.386, H11 1.076
8 C 3.8201 -1.1159 -0.7888  C7 1.386, N9 1.322, H10 1.082
9 N 3.2227 -0.0993 -0.1921  C4 1.326, C8 1.322
10 H 4.5453 -0.8478 -1.5456  C8 1.082
11 H 4.0221 -3.2591 -0.9635  C7 1.076
12 H 2.3263 -3.6160 0.8864  C6 1.082
13 H 1.1026 0.2872 2.1768  N3 1.015
14 C 2.1465 2.4813 -0.1464  C2 1.503, H15 1.088, H16 1.090, S17 1.836
15 H 3.2069 2.2427 -0.2049  C14 1.088
16 H 1.9845 3.5582 -0.1971  C14 1.090
17 S 1.4114 1.6820 -1.6263  C14 1.836, C18 1.781
18 C -0.2066 1.2732 -1.0032  S17 1.781, C19 1.369, C27 1.406
19 C -0.6334 -0.0257 -1.0726  C18 1.369, C20 1.409, H34 1.081
20 C -1.9020 -0.3868 -0.5775  C19 1.409, C21 1.410, C25 1.420
21 C -2.3702 -1.7166 -0.6203  C20 1.410, C22 1.367, H33 1.081
22 C -3.6002 -2.0378 -0.1188  C21 1.367, C23 1.404, H32 1.080
23 C -4.4176 -1.0461 0.4462  C22 1.404, C24 1.367, H31 1.080
24 C -3.9906 0.2513 0.5035  C23 1.367, C25 1.410, H30 1.081
25 C -2.7264 0.6164 -0.0024  C20 1.420, C24 1.410, C26 1.412
26 C -2.2558 1.9466 0.0392  C25 1.412, C27 1.364, H29 1.080
27 C -1.0272 2.2750 -0.4552  C18 1.406, C26 1.364, H28 1.079
28 H -0.6769 3.2948 -0.4273  C27 1.079
29 H -2.8887 2.7097 0.4680  C26 1.080
30 H -4.6157 1.0180 0.9384  C24 1.081
31 H -5.3875 -1.3185 0.8357  C23 1.080
32 H -3.9535 -3.0580 -0.1539  C22 1.080
33 H -1.7358 -2.4751 -1.0561  C21 1.081
34 H 0.0042 -0.7828 -1.5058  C19 1.081